(1)
59
Properties=species:S:1:pos:R:3:forces:R:3 method="wB97M-V/def2-TZVPD" gap_ev=9.52 smiles="C[C@H](OC(=O)c1ccc(Cl)c(S(=O)(=O)N2CCCC2)c1)C(=O)N[C@H]1CCCC[C@@H]1C" e_tot_ev=-58824.3184 lumo_energy_ha=-0.00306 e_above_lowest_kj_mol=0.0
Cl -4.505 4.883 -0.721 -0.3 0.3 0.4
S -3.319 2.885 -3.063 -0.3 0.1 -0.3
O -4.187 3.969 -3.402 0.0 -0.1 0.2
O 0.973 -0.271 2.216 -0.3 0.0 0.2
O 1.030 1.115 -0.619 -0.1 0.2 0.0
O 1.291 2.326 1.245 0.1 0.2 0.3
O -2.280 2.524 -3.977 0.3 -0.3 0.2
N 2.780 -0.815 0.967 0.3 -0.2 0.0
N -4.264 1.538 -2.848 0.6 0.9 -0.4
C 1.969 0.046 1.602 0.4 0.4 -0.1
C -4.851 1.036 -0.593 -0.1 0.0 0.0
C -5.362 1.642 -1.912 -0.5 0.2 0.4
C 2.749 -4.827 -0.500 -0.3 -0.1 0.2
C 3.605 -3.123 1.156 -0.3 -0.1 0.4
C -2.501 3.230 -1.476 -0.4 -0.1 -0.6
C 3.194 -4.580 0.939 0.3 0.1 -0.3
C -3.684 0.122 -1.012 0.0 -0.1 0.0
C 2.940 1.950 2.927 -0.3 0.0 -0.3
C 2.430 -2.211 0.782 0.2 -0.1 -0.2
C 1.989 -2.451 -0.664 -0.3 -0.1 0.3
C -1.131 3.585 0.918 0.1 -0.2 -0.2
C -3.018 4.064 -0.493 0.2 0.0 0.1
C -2.323 4.246 0.701 -0.2 0.0 -0.2
C 2.429 1.519 1.561 0.2 -0.4 0.1
C 0.641 1.975 0.136 0.0 -0.2 -0.4
C -0.609 2.748 -0.066 -0.3 0.1 -0.1
C -1.298 2.588 -1.264 0.4 -0.1 0.2
C -3.574 0.304 -2.538 0.4 -0.5 0.1
C 4.038 -2.892 2.602 0.1 0.0 -0.3
C 1.587 -3.908 -0.863 0.3 0.1 -0.2
H 3.502 -0.457 0.361 -0.1 0.2 0.0
H 2.178 1.740 3.673 0.0 0.0 0.1
H 3.155 3.016 2.926 0.1 0.1 0.0
H -6.198 1.058 -2.308 0.0 0.1 0.0
H 3.586 -4.638 -1.177 0.1 0.0 -0.1
H 1.160 -1.783 -0.899 0.0 0.1 0.0
H -2.553 0.366 -2.906 0.0 -0.2 0.0
H -2.760 0.419 -0.518 0.0 -0.1 0.0
H -5.670 2.682 -1.835 -0.2 -0.1 0.0
H 3.188 1.667 0.782 -0.1 0.0 0.1
H 2.817 -2.207 -1.335 0.1 0.1 -0.1
H 3.213 -3.096 3.280 -0.1 0.0 0.1
H 2.452 -5.870 -0.620 0.1 0.0 -0.1
H 0.729 -4.137 -0.227 -0.1 0.0 0.0
H 4.868 -3.546 2.859 0.1 -0.1 0.1
H 4.033 -5.234 1.184 0.0 0.0 0.1
H 4.352 -1.861 2.750 0.0 0.1 0.1
H -4.087 -0.507 -3.062 0.1 0.1 0.0
H -0.599 3.707 1.848 0.0 0.0 0.1
H 4.447 -2.892 0.492 0.0 0.0 -0.1
H 1.590 -2.399 1.460 0.1 0.0 -0.1
H -5.641 0.482 -0.090 0.0 0.0 0.1
H 2.373 -4.823 1.617 0.0 0.0 0.1
H -3.879 -0.919 -0.763 0.1 0.0 0.0
H -4.506 1.818 0.083 0.0 0.0 0.0
H -2.736 4.900 1.452 -0.1 0.1 0.1
H -0.886 1.968 -2.045 0.1 -0.1 0.0
H 1.290 -4.070 -1.900 -0.1 0.0 0.0
H 3.843 1.399 3.173 0.1 0.0 0.0

(2)
59
Properties=species:S:1:pos:R:3:forces:R:3 method="wB97M-V/def2-TZVPD" gap_ev="4.61 / 5.93" e_tot_ev=-109721.2074 lumo_energy_ha="-0.28644 / -0.23811" e_above_lowest_kj_mol=0.0 multiplicity=2 s2=0.78 total_charge=+2
Co -0.008 0.013 0.240 0.0 0.0 -1.5
S 2.324 -0.116 -0.496 -0.8 0.0 0.2
S -2.351 0.106 -0.341 0.8 0.1 0.2
S 0.088 2.330 -0.455 0.0 -0.8 0.1
S -0.115 -2.331 -0.415 -0.1 0.7 0.2
O 1.755 -3.460 6.628 0.0 0.0 -0.2
N 0.098 0.075 2.263 0.1 -0.1 0.1
N 1.412 -2.160 4.811 0.1 -0.1 -0.3
N 2.502 -1.322 6.744 -0.2 -0.3 0.0
C 3.869 -0.275 4.970 -0.1 -0.2 0.2
C 1.208 2.054 -1.874 -0.2 0.1 0.1
C 4.960 1.849 5.407 -0.1 -0.2 0.1
C 2.513 1.466 -1.379 0.0 -0.1 0.2
C -2.599 -1.492 -1.179 0.0 0.1 0.1
C 2.027 -1.272 -1.883 0.0 0.2 0.1
C 5.862 2.961 4.956 0.0 0.0 -0.2
C -2.144 1.242 -1.762 -0.1 -0.2 0.1
C -0.134 1.190 2.961 0.0 0.0 0.1
C 1.910 -2.388 6.100 -0.1 0.3 0.5
C 0.125 1.264 4.318 0.0 0.0 0.0
C 1.433 -2.559 -1.350 -0.1 0.0 0.1
C 4.403 1.829 6.683 0.1 0.1 -0.2
C 3.592 0.789 7.098 -0.3 -0.2 0.0
C 0.644 0.168 4.978 -0.1 0.1 0.0
C 0.596 -0.992 2.897 0.0 0.0 0.2
C -1.521 2.537 -1.282 0.1 0.0 0.1
C -1.333 -2.090 -1.757 0.2 -0.1 0.1
C 3.308 -0.280 6.249 0.4 0.4 -0.3
C 0.897 -1.001 4.258 0.0 0.0 0.0
C 4.674 0.775 4.566 0.1 0.2 0.0
H 4.615 2.644 7.363 0.0 0.0 0.0
H 3.725 -1.119 4.310 0.0 0.0 0.0
H -1.547 -3.069 -2.186 0.0 0.0 0.0
H -3.020 -2.139 -0.408 -0.1 0.0 0.0
H 1.152 -3.027 4.366 0.0 -0.1 0.0
H 2.991 2.128 -0.655 0.1 0.0 0.0
H 2.112 -3.041 -0.646 0.0 -0.1 0.0
H 6.790 2.559 4.546 0.0 0.0 0.1
H -0.544 2.036 2.424 0.0 0.0 0.0
H -1.539 0.755 -2.527 0.0 0.0 0.0
H 1.376 -0.793 -2.614 0.0 0.0 0.0
H 1.230 -3.258 -2.161 0.0 -0.1 0.0
H 3.175 0.797 8.099 0.0 0.0 0.0
H 0.835 0.214 6.040 0.0 0.0 -0.1
H -3.351 -1.352 -1.955 0.0 0.0 0.0
H 5.124 0.748 3.579 0.0 0.0 0.0
H -2.152 3.019 -0.534 0.0 0.1 -0.1
H 3.204 1.307 -2.205 0.0 0.0 0.0
H 1.392 3.022 -2.342 0.0 0.0 0.0
H -0.090 2.176 4.856 0.0 0.0 0.0
H 2.990 -1.476 -2.353 0.0 0.0 0.0
H -1.384 3.232 -2.111 0.0 0.1 0.0
H 0.749 -1.888 2.307 0.1 0.0 0.0
H -3.134 1.440 -2.172 0.0 0.0 0.0
H -0.894 -1.457 -2.528 0.0 0.0 0.0
H 6.109 3.633 5.775 0.0 0.0 0.0
H 2.562 -1.485 7.737 0.1 -0.1 0.0
H 0.715 1.403 -2.597 0.0 0.0 0.0
H 5.396 3.550 4.163 0.0 0.0 0.1

(3)
64
Properties=species:S:1:pos:R:3:forces:R:3 method="wB97M-V/def2-TZVPD" gap_ev=8.26 smiles="O=S1(=O)O[C@@H]2[C@H](O)[C@@H](O)[C@H](O)[C@@H](CO)[C@@H]2O1.CNC(=O)[C@H](Cc1c[nH]c2ccccc12)NC(C)=O" e_tot_ev=-58027.8479 lumo_energy_ha=0.01185
S 5.675 5.991 -0.492 2.0 2.9 0.4
O 1.475 4.075 2.061 0.0 -0.4 -0.1
O 0.364 4.060 -0.473 0.3 0.0 -0.2
O 4.225 5.750 -1.294 1.6 -0.1 1.4
O 5.508 7.000 0.568 -0.4 -2.6 -2.0
O 4.209 1.643 1.947 0.0 0.0 0.0
O 6.757 6.299 -1.440 -2.5 -1.6 1.7
O -5.133 -6.239 -1.620 0.3 0.2 0.0
O -0.858 -5.146 -0.557 -0.4 0.1 0.3
O 2.096 4.489 -2.744 0.1 -0.3 0.3
O 5.863 4.470 0.183 -0.3 1.9 -1.5
N -2.001 -0.270 -0.994 0.0 0.8 -1.1
N -3.741 -5.722 0.072 0.9 1.0 0.3
N -1.728 -4.761 -2.554 -0.5 0.3 -1.2
C -2.021 -1.041 1.085 0.3 0.4 0.7
C -2.799 -4.575 -3.535 0.0 -0.3 0.3
C 2.579 3.907 -1.529 -0.5 1.7 -0.2
C -3.175 -4.507 -0.522 -0.1 0.4 -0.1
C -2.520 -2.091 0.198 0.2 0.3 0.2
C -2.498 -1.556 -1.046 0.1 -0.1 0.4
C -5.061 -7.745 0.215 0.0 0.2 0.0
C -1.295 0.246 3.048 -0.4 -0.7 -0.9
C 4.040 4.331 -1.343 0.2 -1.6 0.1
C 1.755 4.354 -0.313 -0.5 -0.6 0.5
C -1.703 0.103 0.296 -0.4 -1.2 0.5
C 3.750 3.920 1.208 -0.1 -0.8 -0.1
C -1.201 1.285 0.853 0.0 -0.2 0.5
C 4.280 3.020 2.336 0.2 -0.1 0.4
C 4.645 3.757 -0.050 -1.2 -0.3 0.3
C 2.259 3.629 0.941 0.5 1.0 -0.1
C -4.644 -6.497 -0.527 -1.1 -0.7 -1.0
C -3.010 -3.457 0.588 0.3 0.2 0.3
C -1.806 -0.938 2.478 0.2 0.6 -0.1
C -1.837 -4.824 -1.221 0.8 -0.4 1.0
C -0.991 1.356 2.240 -0.4 -0.7 -0.9
H -2.034 -1.785 3.107 0.0 -0.1 0.2
H -3.880 -4.107 -1.250 -0.2 -0.3 0.0
H 5.318 3.286 2.565 0.0 0.1 -0.1
H 4.606 3.937 -2.195 0.0 0.2 0.0
H -1.133 0.300 4.116 0.0 0.0 0.0
H -2.823 -2.057 -1.947 0.2 0.4 -0.2
H 4.488 1.060 2.676 -0.2 0.6 -0.4
H -0.982 2.122 0.213 0.1 0.2 -0.1
H -5.388 -7.479 1.219 0.0 -0.1 0.2
H -4.215 -8.428 0.268 0.0 -0.1 0.1
H -3.287 -3.611 -3.404 -0.1 0.0 -0.1
H 1.871 5.435 -0.178 0.2 0.1 0.0
H -2.389 -4.623 -4.545 0.1 0.1 0.2
H 2.521 2.816 -1.617 0.1 0.2 -0.2
H -1.877 0.319 -1.806 0.0 -0.1 0.3
H -0.081 4.150 0.390 0.6 0.0 -0.3
H -3.544 -5.367 -3.429 -0.1 0.2 -0.1
H -0.593 2.258 2.686 0.0 0.0 -0.1
H -3.357 -6.029 0.952 0.1 0.1 0.0
H -2.324 -3.853 1.338 0.1 -0.1 0.1
H 2.184 5.458 -2.702 0.0 -0.5 0.1
H 1.646 5.014 2.255 0.1 -0.5 -0.3
H -0.805 -4.970 -2.902 0.0 0.0 0.2
H -3.976 -3.323 1.075 -0.1 -0.3 0.0
H 2.112 2.550 0.800 -0.3 0.2 0.4
H 3.820 4.959 1.545 0.1 0.0 0.0
H 4.853 2.693 -0.217 0.3 0.3 0.1
H 3.690 3.177 3.245 0.0 0.1 -0.2
H -5.882 -8.219 -0.321 0.1 0.1 0.0

(4)
57
Properties=species:S:1:pos:R:3:forces:R:3 method="wB97M-V/def2-TZVPD" gap_ev=8.59 smiles="CCCCCCCC(=O)NNC(=O)c1c(O)c2ccccc2n(CCC)c1=O" e_tot_ev=-34910.0313 lumo_energy_ha=-0.00269 e_above_lowest_kj_mol=32.8
O 1.191 -2.535 0.978 0.0 0.1 0.0
O -2.520 3.201 0.452 0.2 0.2 -0.2
O -0.917 -1.180 1.256 0.0 -0.3 0.1
O 1.354 2.136 0.262 -0.1 0.2 0.0
N -2.234 1.109 1.225 0.3 -1.0 0.2
N 3.231 0.909 0.032 -0.1 0.2 0.0
N -0.885 1.035 0.917 -0.2 0.5 -0.1
C 1.877 1.023 0.306 0.1 -0.2 0.1
C 1.808 -1.408 0.677 -0.3 0.4 0.0
C -4.950 0.923 -0.973 -0.3 -0.2 0.1
C 3.213 -1.473 0.377 0.2 0.0 0.0
C 3.881 -2.703 0.409 0.0 0.1 0.0
C 3.676 2.574 -1.753 0.1 -0.2 0.1
C -6.673 -3.243 -1.215 0.1 0.1 0.2
C -4.771 -1.584 -1.481 -0.2 0.0 0.1
C 5.273 -0.398 -0.238 0.1 0.1 0.0
C 1.161 -0.187 0.640 0.0 -0.4 0.1
C 3.884 2.171 -0.290 0.0 0.6 -0.2
C 3.905 -0.288 0.052 0.0 -0.7 0.2
C 5.221 -2.781 0.125 0.0 -0.1 0.0
C -5.089 0.804 0.544 0.1 0.2 -0.2
C 5.912 -1.616 -0.199 -0.1 0.0 0.0
C -5.535 -0.273 -1.726 0.3 0.1 -0.1
C 4.338 1.632 -2.750 -0.1 0.2 0.1
C -0.275 -0.152 0.954 -0.2 0.4 0.0
C -5.490 -2.556 -0.543 0.1 -0.1 -0.2
C -4.460 2.001 1.264 -0.1 -0.1 0.0
C -2.994 2.188 0.918 -0.2 0.0 0.2
H -4.780 -3.320 -0.216 0.0 0.0 0.1
H -7.165 -3.920 -0.520 -0.1 -0.1 0.0
H 4.941 2.117 -0.039 -0.1 0.0 0.0
H 3.308 -3.581 0.663 0.0 -0.1 0.0
H -4.607 -2.094 -2.433 0.1 0.0 0.0
H 3.416 2.931 0.341 0.2 -0.2 -0.1
H 5.735 -3.729 0.150 0.0 -0.1 0.0
H 4.077 3.581 -1.881 -0.1 0.1 0.0
H 2.603 2.617 -1.943 0.0 0.1 0.0
H -7.405 -2.515 -1.557 -0.1 0.0 -0.1
H 5.419 1.629 -2.626 0.1 -0.1 0.0
H -3.785 -1.354 -1.072 0.1 0.0 0.0
H 0.227 -2.297 1.160 0.2 0.1 -0.1
H -4.550 1.874 2.345 0.0 0.1 0.0
H -5.519 -0.037 -2.791 -0.1 0.0 0.0
H -4.975 2.920 0.981 0.1 0.0 0.0
H -6.148 0.753 0.807 0.0 -0.1 0.1
H -6.580 -0.395 -1.438 -0.1 0.0 -0.1
H 5.852 0.469 -0.505 0.0 0.1 0.0
H -2.604 0.213 1.523 0.0 0.3 -0.1
H 4.117 1.953 -3.765 0.0 0.0 -0.1
H -4.622 -0.122 0.882 -0.1 -0.1 0.1
H -5.839 -2.027 0.345 0.1 0.0 0.1
H 3.973 0.614 -2.630 0.0 -0.1 0.0
H 6.966 -1.665 -0.428 0.1 0.0 0.0
H -5.458 1.833 -1.301 0.1 0.1 0.0
H -3.895 1.030 -1.234 0.1 0.0 -0.1
H -6.339 -3.819 -2.076 0.0 -0.1 -0.1
H -0.386 1.890 0.650 -0.1 -0.2 0.1

(5)
58
Properties=species:S:1:pos:R:3:forces:R:3 method="wB97M-V/def2-TZVPD" gap_ev=7.95 e_tot_ev=-45740.0854 lumo_energy_ha=-0.02752 e_above_lowest_kj_mol=511.9
S 3.154 0.354 -2.086 -0.4 0.0 0.4
O 4.948 2.272 -7.964 0.0 0.0 0.1
O 0.874 -3.705 -0.673 0.9 0.0 0.9
O 3.909 2.710 -6.119 0.0 0.0 -0.1
O 5.218 0.868 -6.211 0.0 0.0 0.0
N 2.392 1.551 -1.246 0.3 -1.9 0.4
N 2.905 -0.960 -1.154 -0.3 1.1 0.5
N 2.183 -2.711 1.079 -0.7 0.2 -1.0
C 1.790 -1.304 1.074 0.2 0.3 0.5
C 0.031 1.500 3.152 0.3 0.8 -0.9
C 1.179 1.466 0.953 -0.1 0.2 0.2
C 0.772 0.716 2.049 0.7 -0.4 -0.7
C -2.592 1.687 3.163 -0.1 1.1 0.1
C -5.142 -2.949 1.859 -0.1 1.0 0.7
C -1.238 2.228 2.556 -0.6 -0.5 0.7
C 5.824 1.440 -8.723 0.2 -0.1 -0.3
C 1.087 -0.750 2.131 -0.3 1.4 -0.6
C 2.223 -0.520 -0.080 -0.2 1.0 -0.1
C 0.643 -1.503 3.392 -0.6 -0.7 0.7
C 1.541 -3.251 0.171 -0.3 0.0 -0.4
C -3.384 0.456 0.995 -0.8 1.0 -0.5
C 4.740 1.850 -6.714 -0.1 0.1 -0.1
C -4.470 -0.651 0.867 1.2 -0.2 0.8
C 3.599 2.379 -4.766 -0.1 0.1 0.3
C -0.648 -3.454 2.287 0.1 -0.3 0.4
C 1.924 0.917 -0.159 -0.5 -0.9 1.4
C -4.343 -1.612 2.095 0.0 0.0 -0.8
C -3.707 1.537 2.093 0.3 -0.1 0.0
C 0.245 -2.982 3.182 0.0 0.1 0.1
H -0.189 0.920 4.063 -0.1 0.2 -0.6
H -5.843 -2.772 1.016 0.4 -0.4 0.5
H 0.714 -3.718 3.867 0.8 0.4 -1.3
H 5.915 1.881 -9.713 -0.2 0.2 0.1
H -2.925 2.472 3.883 0.1 -0.7 -0.3
H -3.360 0.994 0.019 0.2 -0.4 0.5
H 4.500 2.381 -4.153 0.0 -0.1 -0.1
H 6.813 1.404 -8.266 -0.1 -0.1 0.1
H -5.736 -3.141 2.778 0.3 -0.3 -0.7
H 2.921 3.142 -4.388 0.0 0.1 -0.2
H -4.267 -1.237 -0.053 -0.2 0.3 0.4
H -1.304 2.128 1.457 0.4 -0.1 0.5
H 0.717 2.319 3.470 -0.3 -0.7 -0.1
H -2.453 0.767 3.768 0.0 0.3 -0.6
H -1.158 3.318 2.762 -0.1 -0.7 -0.1
H 5.412 0.437 -8.824 0.1 0.0 0.1
H 3.098 1.414 -4.713 0.2 0.0 -0.1
H -0.208 -1.010 3.916 0.6 0.0 -0.6
H -4.677 1.324 2.598 0.6 0.1 -0.4
H -0.389 -4.405 1.780 -1.0 0.0 1.1
H -2.357 0.068 1.157 -0.6 -0.2 -0.1
H -1.625 -2.993 2.075 1.1 0.5 -0.9
H 0.944 2.545 0.926 0.2 -0.7 0.0
H -5.485 -0.203 0.800 0.6 -0.3 0.0
H -4.474 -3.807 1.652 -0.4 0.5 0.0
H -4.663 -1.068 3.006 0.0 -0.4 -0.4
H -3.808 2.520 1.578 -0.1 -0.5 0.5
H -3.253 -1.803 2.220 -0.7 0.0 0.0
H 1.487 -1.455 4.118 -0.5 -0.1 -0.4

(6)
58
Properties=species:S:1:pos:R:3:forces:R:3 method="wB97M-V/def2-TZVPD" gap_ev=8.26 smiles="O=[N+]([O-])c1ccccc1.O=[N+]([O-])c1ccccc1.C#CCCC[SiH2]NCCCC" e_tot_ev=-42776.9077 lumo_energy_ha=-0.02141
Si 0.756 2.808 -2.260 -0.9 0.1 0.8
O 0.274 2.847 2.421 0.0 0.2 0.5
O -0.216 -3.928 -0.364 -0.1 -0.1 -0.4
O 0.784 4.110 4.097 -0.3 -0.3 -0.2
O -1.566 -3.941 -2.049 0.4 -0.2 0.2
N -0.520 -4.246 -1.504 -0.3 0.3 0.2
N -0.851 3.219 -1.600 1.1 0.3 0.2
N 0.040 3.340 3.513 0.4 0.1 -0.1
C 3.323 1.162 0.474 -1.0 -1.5 0.0
C 3.062 1.726 -1.001 0.4 -0.4 0.4
C -2.721 3.169 6.029 0.0 -0.1 -0.2
C -2.077 2.073 3.549 0.0 -0.1 -0.2
C 2.218 -1.398 0.481 -0.3 0.8 -0.1
C 1.041 -6.199 -4.285 0.1 0.0 0.2
C 2.201 3.085 -1.037 1.3 -0.3 -0.6
C -1.536 3.532 5.403 0.1 0.1 0.1
C 0.140 -5.417 -3.574 -0.1 0.0 -0.1
C -1.095 -0.818 -1.472 -1.2 0.2 -0.1
C -2.045 0.464 -1.699 -0.3 -1.0 0.3
C -3.578 2.257 5.422 0.0 0.0 0.0
C 0.439 -5.053 -2.266 0.5 -0.4 -0.3
C 1.628 -5.452 -1.666 0.1 0.0 0.2
C 2.228 -6.610 -3.689 0.0 0.0 0.0
C -1.104 2.544 -0.297 -0.8 0.1 0.9
C -2.127 1.326 -0.363 0.2 -0.3 -0.8
C -3.259 1.713 4.183 0.1 0.1 0.1
C 2.819 -0.332 0.529 -0.5 0.5 -0.1
C 2.522 -6.236 -2.383 -0.1 0.0 -0.1
C -1.220 2.977 4.168 -0.6 -0.2 0.3
H -1.577 3.328 0.383 0.8 -1.1 -0.6
H 1.499 -2.259 0.394 1.5 1.3 0.2
H -0.682 -1.224 -2.446 -0.2 0.6 1.2
H 2.672 1.742 1.191 0.8 -0.7 -0.6
H -2.976 3.593 6.993 0.1 0.0 -0.1
H 4.395 1.217 0.814 -1.1 0.0 -0.5
H 0.680 1.368 -2.606 0.1 0.1 0.1
H 3.449 -6.558 -1.923 -0.1 0.1 0.0
H 0.987 3.553 -3.501 0.0 0.3 -0.2
H -3.930 1.004 3.713 0.1 0.1 0.0
H 2.540 0.894 -1.572 0.6 1.1 0.7
H -3.209 1.667 -0.264 1.5 -0.2 0.2
H -4.500 1.970 5.917 0.1 0.0 0.0
H 1.893 3.442 -0.012 0.3 -0.4 -1.1
H 1.868 -5.166 -0.649 -0.2 0.1 -0.1
H 0.817 -6.491 -5.305 0.0 0.1 0.1
H -1.784 -1.626 -1.057 1.2 0.9 -0.4
H -1.838 1.643 2.584 0.1 0.1 0.1
H -3.088 0.040 -1.883 1.3 0.6 0.1
H -0.783 -5.105 -4.047 0.0 0.1 0.2
H 2.926 -7.227 -4.245 -0.1 0.1 0.0
H -0.300 -0.587 -0.707 -0.6 -0.3 -1.0
H -0.154 2.183 0.221 -1.1 0.5 -0.8
H -0.874 4.240 5.887 0.1 -0.1 -0.2
H -1.783 1.053 -2.624 -0.1 -0.4 1.2
H -1.834 0.620 0.486 -0.8 0.9 -0.9
H 2.885 3.864 -1.518 -1.0 -0.7 0.8
H -0.931 4.241 -1.492 -0.2 -0.8 -0.1
H 4.072 1.859 -1.491 -1.2 0.0 0.4